Entry from the OMol25 dataset: 2 unconnected molecules or ions with the total composition C10H16 in a non-equilibrium geometry (wB97M-V/def2-TZVPD).

Structure (XYZ):
```
26
C10H16 | the OMol25 dataset | wB97M-V/def2-TZVPD
C -2.73874 -1.54337 0.04512
C -2.38770 -0.07987 -0.12816
C -1.98133 0.70373 0.94487
C -1.76576 2.05848 0.81732
C -1.88988 2.65219 -0.44288
C -2.23738 1.85880 -1.51872
C -2.54298 0.50377 -1.38338
H -2.43702 -2.17506 -0.78428
H -3.79541 -1.59057 0.26884
H -2.23596 -1.95461 0.92179
H -1.92357 0.22139 1.91607
H -1.51753 2.69484 1.65889
H -1.70889 3.70733 -0.57364
H -2.27795 2.30807 -2.51191
H -2.73260 -0.03310 -2.30266
C 3.52939 0.37106 0.19489
C 2.69386 -0.85284 -0.13592
C 2.97989 -2.09788 0.68590
H 2.99611 1.28790 -0.05638
H 4.49139 0.34504 -0.32839
H 3.79811 0.46686 1.24995
H 1.63081 -0.58676 -0.01775
H 2.72016 -1.03795 -1.20360
H 2.72966 -1.91831 1.71563
H 2.54709 -3.01116 0.28572
H 4.05627 -2.29798 0.68267
```

Calculated values
F_max: 1.44 eV/Å
SMILES string: Cc1ccccc1.CCC
HOMO-LUMO gap: 0.36715 Eh
energy relative to the best compared isomer or geometry (same formula, charge and spin): 0.385 eV

Entry from the OMol25 dataset: C5H10O2 in the gas phase (wB97M-V/def2-TZVPD).

Structure (XYZ):
```
17
C5H10O2 | the OMol25 dataset | wB97M-V/def2-TZVPD
C 1.88456 -1.40425 0.30711
O 1.65958 -0.03770 0.55767
C 0.88730 0.60579 -0.43738
C -0.50351 0.01388 -0.56938
C -1.20527 -0.29818 0.73201
C -1.73773 0.77533 -0.14136
O -1.63447 2.07776 0.34520
H 1.00608 -1.88646 -0.14523
H 2.08001 -1.88899 1.26996
H 2.75223 -1.55350 -0.35580
H 0.82004 1.64820 -0.11101
H 1.40571 0.57121 -1.41003
H -0.65699 -0.68023 -1.39254
H -1.74530 -1.23327 0.84331
H -0.67169 0.04153 1.61668
H -2.64946 0.56504 -0.70232
H -1.69108 2.68387 -0.40688
```

Calculated values
F_max: 0.34 eV/Å
SMILES string: COC[C@H]1C[C@H]1O
HOMO-LUMO gap: 0.38647 Eh
energy relative to the best compared isomer or geometry (same formula, charge and spin): 2.681 eV

Entry from the OMol25 dataset: a molecular structure, C5H9NO3S in a non-equilibrium geometry (wB97M-V/def2-TZVPD).

Structure (XYZ):
```
19
C5H9NO3S | the OMol25 dataset | wB97M-V/def2-TZVPD
C -0.16298 0.62754 0.38033
C -1.73013 0.65135 -0.02363
C -0.11949 -0.62033 1.26264
C 0.45001 0.82359 -1.05141
C 1.17097 -0.33893 -1.64759
N -0.13209 -0.37551 2.47220
O 0.10383 1.84955 1.05320
O -1.76135 -0.28232 -2.44599
O -1.73186 2.11945 -2.40194
S -1.28628 0.91337 -1.71419
H -2.13378 -0.38315 0.12670
H -2.26931 1.35029 0.72251
H -0.01066 -1.59315 0.79879
H 0.98046 1.86803 -1.08382
H 2.08044 -0.61184 -1.13488
H 1.44275 -0.10794 -2.73808
H 0.45711 -1.13942 -1.50999
H 0.88633 1.71510 1.59528
H -0.21734 -1.23123 3.12258
```

Calculated values
F_max: 4.18 eV/Å
HOMO-LUMO gap: 0.40299 Eh
energy relative to the best compared isomer or geometry (same formula, charge and spin): 3.522 eV

Entry from the OMol25 dataset: a molecular structure, C33H50N3OP2Ti in a non-equilibrium geometry (wB97M-V/def2-TZVPD).

Structure (XYZ):
```
90
C33H50N3OP2Ti | the OMol25 dataset | wB97M-V/def2-TZVPD
C -1.84390 -1.52943 -1.56811
C 0.47596 -1.62722 -1.58340
C -1.93715 -2.52954 -2.53806
C 0.46827 -2.72142 -2.45682
C -0.76778 -3.18299 -2.92560
H -2.90369 -2.75617 -2.98236
H 1.40566 -3.18203 -2.77311
H -0.81463 -4.02537 -3.61880
N -0.67208 -1.32417 -0.92615
P -2.83210 0.02026 0.50386
P 2.97721 -0.56312 0.05371
C -2.96602 -0.55496 -1.25014
H -2.92366 0.33616 -1.90695
H -3.91711 -1.05237 -1.45235
C 0.36115 1.40658 2.00939
O 0.94601 2.17463 2.67678
C 1.54947 -0.57802 -1.54125
H 2.29306 -0.77866 -2.31734
C 4.29917 0.50798 -0.75165
C 3.46119 -1.19321 1.78678
C -3.35321 1.82086 0.55114
C -3.98562 -1.22986 1.30325
C 3.90684 1.95235 -0.37070
H 3.82139 2.08919 0.71416
H 4.67698 2.63725 -0.75150
H 2.94870 2.23034 -0.82021
C 5.73231 0.17978 -0.27640
H 5.90329 0.38355 0.78640
H 5.99475 -0.86266 -0.50689
H 6.43263 0.82746 -0.82848
C 4.31766 0.38053 -2.28655
H 5.27850 0.78543 -2.65146
H 4.25765 -0.66976 -2.61574
H 3.51727 0.97652 -2.76202
C 4.09189 -0.07760 2.63062
H 3.36518 0.72782 2.80488
H 4.36872 -0.49915 3.60904
H 4.99841 0.36032 2.20744
C 2.23395 -1.67185 2.57679
H 1.60276 -0.83337 2.88981
H 1.61412 -2.38023 2.01428
H 2.57998 -2.17467 3.49556
C 4.37265 -2.39364 1.48830
H 5.33548 -2.10585 1.04871
H 4.57141 -2.94727 2.41614
H 3.86599 -3.07833 0.79212
C -4.26798 -0.79265 2.74595
H -4.89087 -1.56432 3.22682
H -3.34400 -0.69436 3.32853
H -4.83257 0.14906 2.78821
C -3.25627 -2.58625 1.29765
H -3.01182 -2.91824 0.27954
H -2.33194 -2.55664 1.88023
H -3.91847 -3.34331 1.74606
C -5.31694 -1.41360 0.54574
H -5.99153 -2.01381 1.17799
H -5.82529 -0.46765 0.33012
H -5.19286 -1.96999 -0.39212
C -2.58754 2.61908 -0.52554
H -2.90744 2.34925 -1.54195
H -2.80950 3.68919 -0.37516
H -1.49411 2.49341 -0.46299
C -2.99495 2.38070 1.94315
H -1.90882 2.34215 2.13759
H -3.31365 3.43551 1.97420
H -3.51224 1.83839 2.74693
C -4.86101 1.93790 0.28849
H -5.14541 1.50608 -0.68250
H -5.46543 1.47777 1.08177
H -5.12427 3.00796 0.26189
Ti -0.42942 0.09029 0.71245
N 0.43993 1.27707 -0.52817
C 1.01987 0.75066 -1.57170
C 1.00423 1.52100 -2.84111
C 0.88336 2.92050 -2.80087
C 1.03797 0.86731 -4.09683
C 0.91523 3.65819 -3.98172
H 0.74924 3.40620 -1.82396
C 1.02837 1.61530 -5.27614
H 1.02779 -0.22825 -4.14496
C 0.96977 3.01385 -5.22536
H 0.87495 4.74427 -3.90738
H 1.04972 1.10127 -6.23263
H 0.95794 3.59243 -6.15208
C -1.11155 -1.52938 5.16228
C -0.98300 -1.19181 3.77372
N -0.79243 -0.94133 2.64762
H -2.06991 -1.15090 5.55331
H -0.29363 -1.07302 5.74225
H -1.08227 -2.62335 5.29352
```

Calculated values
F_max: 5.22 eV/Å
2S+1: 3
HOMO-LUMO gap (alpha / beta): 0.20342 / 0.20711 Eh
total charge: +1
energy relative to the best compared isomer or geometry (same formula, charge and spin): 1.896 eV